No. 1
{
  "formula": "C2H6N2O2",
  "method": "ωB97M-V/def2-TZVPD",
  "symbols": ["H", "N", "C", "C", "O", "N", "O", "H", "H", "H", "H", "H"],
  "positions_angstrom": [[2.280770, 1.304344, -0.420824], [1.675816, 0.949249, 0.311721], [0.663658, 0.226838, 0.029894], [-0.178278, -0.301798, 1.186319], [-1.404061, 0.448843, 1.205681], [0.318830, -0.032235, -1.210900], [-0.997030, -0.633407, -1.192859], [-0.409816, -1.359296, 0.927646], [0.390400, -0.182069, 2.178623], [-1.872436, 0.311729, 0.375066], [0.278202, 0.796695, -1.827381], [-0.746055, -1.528895, -1.562987]],
  "forces_ev_per_a": [[-0.418, -0.152, -0.522], [0.137, -0.211, 1.128], [2.801, 2.072, 3.997], [-0.099, -0.161, -0.229], [0.480, -0.006, 0.773], [-2.453, -0.487, -3.305], [1.119, -1.681, -1.994], [0.264, 0.406, 0.806], [-1.065, -0.098, -1.730], [0.168, -0.260, 0.060], [0.064, -0.768, 0.453], [-0.997, 1.347, 0.564]],
  "smiles": "[H]/N=C(/CO)NO",
  "e_tot_ha": -339.7025,
  "e_homo_ev": -9.541,
  "lumo_ev": 0.506
}

=====

No. 2
{
  "formula": "C48H50IrN2O5S3SbSeSi",
  "method": "ωB97M-V/def2-TZVPD",
  "symbols": ["Ir", "O", "S", "O", "O", "O", "S", "Sb", "C", "C", "C", "C", "C", "C", "C", "C", "C", "C", "C", "C", "C", "C", "C", "C", "C", "C", "H", "H", "H", "H", "H", "H", "H", "H", "H", "H", "H", "H", "H", "H", "H", "C", "C", "C", "C", "C", "C", "Se", "C", "C", "C", "H", "H", "H", "H", "H", "H", "H", "H", "H", "H", "H", "C", "C", "C", "C", "N", "C", "S", "N", "H", "H", "H", "H", "H", "C", "C", "C", "C", "Si", "O", "C", "C", "C", "C", "C", "C", "C", "C", "C", "C", "C", "C", "H", "H", "H", "H", "H", "H", "H", "H", "H", "H", "H", "H", "H", "H", "H", "H", "H", "H", "H"],
  "positions_angstrom": [[-0.152438, 0.988534, -1.152864], [3.929128, 1.065268, -2.254498], [2.568476, 1.085810, -1.820422], [1.536844, 0.965218, -2.857167], [2.252106, -0.303504, -1.047858], [2.199580, 2.135236, -0.879462], [-1.032301, -1.197882, -1.729119], [0.630629, -2.635072, -0.773197], [1.526568, -3.068644, -2.717952], [2.792845, -2.657517, -3.105638], [3.264418, -2.920665, -4.382429], [2.473697, -3.599990, -5.290457], [1.203422, -4.007759, -4.919178], [0.736385, -3.737448, -3.646082], [2.519029, -2.187878, 0.132971], [3.586288, -3.028522, 0.067697], [4.887922, -2.573694, 0.326073], [5.124679, -1.207150, 0.579778], [4.115370, -0.304265, 0.555343], [2.723968, -0.718301, 0.271856], [-0.017165, -4.640421, -0.504446], [-1.265027, -5.009172, -0.977623], [-1.699505, -6.318111, -0.859833], [-0.884999, -7.267501, -0.262772], [0.354871, -6.895552, 0.226442], [0.786054, -5.586669, 0.108421], [3.421326, -2.102589, -2.426590], [4.247844, -2.581148, -4.666781], [2.838880, -3.800124, -6.287640], [0.574109, -4.528642, -5.623685], [-0.269412, -4.047772, -3.382428], [3.447603, -4.074141, -0.188497], [5.713383, -3.269622, 0.298246], [6.132305, -0.877186, 0.782775], [4.295410, 0.745345, 0.701393], [2.019504, -0.258569, 0.979544], [-1.915249, -4.268467, -1.423037], [-2.676745, -6.595561, -1.231044], [-1.220377, -8.290649, -0.170492], [0.990146, -7.628890, 0.707669], [1.736743, -5.300085, 0.534106], [-5.048564, 2.494796, -6.610068], [-4.324939, 2.377490, -5.299498], [-3.118585, 3.023550, -5.087467], [-2.448580, 2.954069, -3.870597], [-1.152315, 3.674188, -3.703856], [-3.026629, 2.217447, -2.833592], [-2.238250, 2.181160, -1.087293], [-4.232614, 1.535632, -3.027895], [-4.828445, 0.691834, -1.947789], [-4.860867, 1.627266, -4.261301], [-4.415263, 2.949867, -7.368410], [-5.941867, 3.111167, -6.507111], [-5.366636, 1.519887, -6.973851], [-2.674827, 3.596098, -5.892128], [-0.824098, 4.084571, -4.656616], [-0.374531, 3.008768, -3.325068], [-1.246044, 4.488043, -2.986447], [-4.168155, -0.136902, -1.697179], [-5.786721, 0.290481, -2.266074], [-4.975561, 1.261990, -1.030951], [-5.789917, 1.095609, -4.414826], [3.050671, -4.738856, 3.440127], [1.978168, -3.718041, 3.659892], [1.712630, -3.171860, 4.908885], [0.688608, -2.242122, 4.964343], [-0.023974, -1.892767, 3.919266], [0.290593, -2.485317, 2.766991], [-0.683635, -2.032953, 1.399201], [1.270888, -3.368683, 2.593669], [3.689777, -4.847528, 4.316383], [3.657841, -4.455226, 2.586467], [2.594794, -5.703448, 3.217853], [2.277101, -3.453835, 5.786607], [0.441504, -1.742266, 5.891244], [2.578355, 2.630707, 2.450322], [1.261164, 2.431404, 3.198226], [1.289089, 1.072360, 3.888337], [1.141255, 3.526289, 4.256524], [-0.201129, 2.440746, 1.968091], [-0.026646, 1.251999, 0.883070], [-1.814171, 2.140908, 2.902537], [-2.292676, 2.922591, 3.951351], [-3.489574, 2.631448, 4.581323], [-4.238678, 1.537335, 4.177416], [-3.787752, 0.750832, 3.135761], [-2.594018, 1.056256, 2.503211], [-0.299715, 4.155477, 1.167821], [0.685240, 4.544502, 0.259693], [0.632127, 5.767570, -0.384386], [-0.421115, 6.635035, -0.140526], [-1.412425, 6.266252, 0.749988], [-1.347195, 5.042239, 1.393031], [3.415730, 2.407825, 3.116753], [2.692508, 3.658597, 2.112922], [2.653622, 1.992893, 1.576322], [2.100654, 1.038068, 4.619614], [1.447120, 0.271797, 3.175724], [0.356108, 0.859531, 4.401174], [2.075899, 3.594565, 4.817943], [0.351230, 3.312525, 4.971145], [0.951144, 4.503657, 3.814238], [-1.734347, 3.786152, 4.281880], [-3.840949, 3.260890, 5.387935], [-5.170023, 1.301558, 4.677535], [-4.354757, -0.109517, 2.817566], [-2.245911, 0.433787, 1.696066], [1.497753, 3.870860, 0.029341], [1.408913, 6.039412, -1.084277], [-0.471737, 7.589061, -0.648648], [-2.247002, 6.927855, 0.935870], [-2.145960, 4.766172, 2.065072]],
  "forces_ev_per_a": [[-0.995, -0.450, 0.443], [0.025, -0.073, -0.013], [0.134, 0.222, -0.205], [-0.048, 0.189, -0.156], [-0.007, 0.069, -0.414], [0.336, -0.103, 0.129], [0.100, 0.066, 0.134], [0.076, -0.226, 0.022], [-0.113, 0.054, 0.137], [0.034, 0.070, 0.070], [0.026, -0.017, -0.018], [0.040, -0.016, -0.087], [-0.004, -0.019, -0.048], [-0.162, -0.068, 0.097], [0.041, -0.090, -0.210], [-0.318, -0.267, 0.197], [0.125, -0.030, 0.031], [-0.056, 0.124, 0.052], [0.247, -0.189, -0.025], [-0.244, 0.109, 0.252], [0.075, 0.245, -0.064], [-0.173, 0.057, -0.055], [-0.066, -0.112, 0.001], [-0.093, -0.037, -0.031], [0.074, -0.193, 0.080], [0.203, 0.062, 0.100], [0.073, 0.062, 0.075], [0.153, 0.063, -0.045], [0.035, -0.022, -0.087], [-0.105, -0.079, -0.113], [0.014, -0.016, 0.003], [-0.018, 0.032, -0.022], [0.056, -0.041, -0.002], [0.113, 0.057, 0.001], [0.075, 0.233, 0.084], [0.023, -0.022, 0.035], [-0.080, 0.082, -0.069], [-0.049, -0.016, -0.017], [-0.029, -0.076, 0.006], [0.008, -0.013, 0.017], [0.085, 0.013, 0.005], [0.008, 0.014, -0.017], [-0.011, -0.007, 0.024], [-0.014, -0.073, 0.012], [-0.162, -0.070, 0.019], [0.217, 0.024, 0.017], [0.038, 0.053, -0.031], [0.220, 0.118, -0.270], [0.075, 0.053, -0.129], [-0.092, -0.035, 0.125], [0.101, 0.055, -0.006], [0.039, 0.028, -0.057], [-0.066, 0.049, 0.000], [-0.029, -0.098, -0.040], [0.037, 0.052, -0.062], [0.043, 0.056, -0.029], [0.031, 0.004, -0.044], [0.024, 0.102, 0.118], [0.080, -0.113, 0.041], [-0.104, -0.071, -0.003], [-0.040, 0.040, 0.067], [-0.134, -0.070, -0.013], [0.034, -0.039, 0.171], [0.083, 0.027, 0.248], [0.141, -0.112, -0.039], [0.209, -0.074, 0.344], [-0.344, 0.148, 0.048], [-0.293, 0.100, -0.572], [-0.042, 0.245, -0.081], [0.162, -0.315, -0.139], [-0.014, -0.008, -0.011], [0.099, 0.055, -0.143], [-0.023, -0.071, -0.026], [0.020, 0.023, -0.002], [-0.034, 0.026, 0.198], [-0.040, 0.069, 0.009], [-0.110, -0.023, -0.132], [0.015, 0.105, 0.017], [-0.036, -0.007, -0.055], [-0.041, 0.198, 0.220], [0.362, 0.072, -0.078], [0.107, -0.059, -0.210], [0.030, 0.107, 0.042], [-0.106, 0.042, 0.108], [-0.147, 0.042, 0.154], [0.019, -0.051, -0.056], [0.061, -0.004, 0.028], [0.017, -0.257, 0.030], [0.199, -0.082, -0.013], [-0.019, 0.106, -0.051], [0.054, 0.097, -0.094], [-0.101, 0.132, -0.001], [-0.126, -0.067, 0.108], [0.120, -0.025, 0.089], [0.013, 0.149, -0.079], [-0.001, -0.115, -0.145], [0.133, -0.012, 0.118], [0.034, -0.229, -0.201], [-0.187, -0.062, 0.112], [0.124, 0.004, 0.094], [-0.157, -0.030, 0.100], [-0.013, 0.142, -0.058], [0.099, 0.124, 0.052], [-0.022, 0.036, 0.068], [-0.025, 0.003, 0.008], [-0.104, -0.135, -0.064], [0.090, -0.171, -0.137], [0.001, 0.054, 0.014], [0.081, 0.022, -0.088], [-0.003, 0.053, -0.029], [-0.072, 0.064, 0.025], [-0.117, -0.043, 0.090]],
  "e_tot_ha": -6574.9083,
  "charge": -1,
  "multiplicity": 6,
  "s2": 8.81,
  "e_homo_ev": [-4.671, -5.532],
  "lumo_ev": [2.352, 0.753]
}